Entry 1:
148
Properties=species:S:1:pos:R:3:lowdin_charge:R:1 method="wB97M-V/def2-TZVPD" gap_ev=6.911 lumo_energy_ev=-0.78 smiles="Cc1c(C[C@@H](C)Cl)c(S)c2c(c1P(O)O)C(=O)C(CC(=O)F)=CC2=O.CN(C)C=O.CN(C)C=O.CN(C)C=O.CN(C)C=O.CN(C)C=O.CN(C)C=O.CN(C)C=O.CN(C)C=O.CN(C)C=O" largest_force_ev_per_a=2.94 relative_energy_ev=0.000
C -0.06177 1.31466 1.21804 -0.05
C -0.97445 0.25692 0.61644 -0.19
C -0.37747 -0.96881 0.29327 -0.16
C 1.09517 -1.19643 0.58567 -0.20
C 2.02903 -1.03073 -0.64229 -0.60
C 3.34448 -0.28896 -0.18798 -0.15
Cl 2.60406 -2.64845 -1.27447 0.57
C -1.20362 -1.92324 -0.28730 -0.42
S -0.53554 -3.53792 -0.70189 0.83
C -2.54128 -1.69735 -0.53009 -0.11
C -3.11861 -0.48683 -0.17069 -0.09
C -2.31383 0.48798 0.39525 -0.20
P -2.99838 2.13991 0.91579 0.90
O -3.49579 2.97508 -0.42708 -0.29
O -4.27427 1.81705 1.93396 -0.28
C -4.58587 -0.27713 -0.40165 -0.26
O -5.10754 0.80805 -0.54735 0.10
C -5.42448 -1.52023 -0.39965 -0.11
C -6.88756 -1.46802 0.02687 -0.03
C -7.67104 -0.58781 -0.93797 -0.44
O -8.37893 0.30849 -0.56789 0.14
F -7.52901 -0.89002 -2.24341 0.11
C -4.90464 -2.67903 -0.76724 0.08
C -3.46242 -2.70010 -1.18715 -0.31
O -3.13036 -3.48094 -2.05418 0.06
H 0.64861 1.62306 0.43989 0.08
H 0.50938 0.92189 2.05750 0.09
H -0.60534 2.21587 1.49278 0.02
H 1.17905 -2.19798 1.00962 0.07
H 1.42923 -0.52593 1.37007 0.08
H 1.55940 -0.49250 -1.46393 0.08
H 3.46497 0.68027 -0.68262 0.05
H 4.20820 -0.90117 -0.44257 0.05
H 3.38797 -0.14106 0.88026 0.04
H 0.01295 -3.38602 -1.92392 -0.11
H -3.54693 2.38196 -1.19098 0.04
H -4.80259 2.62480 1.96136 0.05
H -6.98243 -1.14262 1.05973 0.11
H -7.31247 -2.47636 -0.00358 0.13
H -5.46490 -3.60543 -0.81357 0.14
C 4.68193 -4.68948 4.00828 -0.06
N 3.79535 -3.97698 3.10919 -0.18
C 2.45537 -4.49429 2.88532 -0.03
C 4.16976 -2.85332 2.47347 -0.31
O 3.46515 -2.22072 1.70929 -0.01
H 4.83690 -5.70529 3.64136 0.09
H 4.23570 -4.73519 5.00306 0.09
H 5.64391 -4.18325 4.07252 0.08
H 2.32069 -4.70844 1.82259 0.10
H 1.72036 -3.74182 3.18161 0.09
H 2.30889 -5.40455 3.46781 0.05
H 5.20286 -2.54328 2.70727 0.14
C -5.85352 -3.56489 -6.69921 -0.07
N -4.62694 -3.91136 -6.01196 -0.20
C -4.65783 -4.12189 -4.57115 -0.04
C -3.45499 -4.04540 -6.66532 -0.36
O -2.39651 -4.33443 -6.14697 0.02
H -6.24927 -2.63009 -6.29543 0.09
H -6.59167 -4.35750 -6.55543 0.09
H -5.67143 -3.44063 -7.76512 0.08
H -3.98588 -3.42254 -4.08594 0.07
H -4.32208 -5.13455 -4.34503 0.10
H -5.66945 -3.97854 -4.19581 0.09
H -3.54349 -3.86419 -7.75124 0.13
C -0.14849 -9.64591 4.20105 -0.06
N 1.16139 -9.02619 4.25145 -0.20
C 2.34230 -9.84881 4.04606 -0.04
C 1.32163 -7.71249 4.48203 -0.34
O 2.39605 -7.14075 4.53412 -0.01
H -0.21789 -10.41841 4.96950 0.09
H -0.30070 -10.10085 3.22044 0.09
H -0.92695 -8.90532 4.37216 0.08
H 2.98475 -9.79280 4.92548 0.09
H 2.90208 -9.47737 3.18714 0.09
H 2.05076 -10.88153 3.87246 0.09
H 0.36809 -7.17700 4.62403 0.14
C 7.67314 3.12275 -0.38470 -0.06
N 6.59264 2.77228 0.52600 -0.19
C 5.97586 3.81629 1.32126 -0.05
C 6.14030 1.51097 0.65846 -0.35
O 5.23813 1.17054 1.39945 0.00
H 8.49665 3.56050 0.18362 0.09
H 7.31637 3.84516 -1.11061 0.05
H 8.03396 2.24258 -0.91121 0.09
H 6.08729 3.58552 2.38193 0.09
H 4.90903 3.87061 1.09311 0.08
H 6.44488 4.77386 1.10518 0.08
H 6.66954 0.79036 0.01235 0.14
C 7.02751 7.07699 -4.77507 -0.05
N 7.57696 6.36698 -3.62750 -0.19
C 7.56956 7.01585 -2.32975 -0.04
C 8.09206 5.13115 -3.72646 -0.34
O 8.56412 4.49410 -2.79900 -0.01
H 7.57852 8.01210 -4.93366 0.05
H 5.97462 7.30563 -4.58525 0.09
H 7.10226 6.46522 -5.67195 0.09
H 8.59139 7.10477 -1.95741 0.09
H 6.99732 6.41452 -1.62052 0.08
H 7.12404 8.00444 -2.41138 0.08
H 8.05145 4.72643 -4.75059 0.14
C -11.75220 -0.91592 2.06949 -0.05
N -10.54854 -1.35316 2.75051 -0.18
C -10.57999 -1.54118 4.19360 -0.03
C -9.40590 -1.58902 2.09015 -0.33
O -8.36086 -1.95679 2.60320 0.00
H -12.06422 0.05247 2.46450 0.09
H -12.54942 -1.64386 2.23260 0.09
H -11.57192 -0.82050 1.00069 0.09
H -9.84423 -0.88834 4.66438 0.10
H -10.32749 -2.57396 4.43538 0.08
H -11.57013 -1.31036 4.57748 0.09
H -9.49229 -1.41744 1.00575 0.12
C 8.03024 12.92130 -4.18159 -0.05
N 8.55005 11.74923 -4.85991 -0.20
C 9.94669 11.72676 -5.26517 -0.03
C 7.78339 10.68038 -5.12777 -0.34
O 8.16705 9.67118 -5.69362 -0.01
H 8.14139 13.79587 -4.82515 0.09
H 8.58521 13.08457 -3.25585 0.09
H 6.97680 12.78834 -3.94404 0.08
H 10.01195 11.59567 -6.34559 0.09
H 10.45335 10.88850 -4.78609 0.09
H 10.43155 12.65701 -4.98057 0.09
H 6.74215 10.79522 -4.78140 0.14
C -7.45801 -6.28721 4.74951 -0.06
N -7.81912 -5.10742 5.50784 -0.20
C -7.31959 -3.80915 5.07784 -0.03
C -8.60401 -5.17151 6.59983 -0.37
O -8.94132 -4.21703 7.27286 0.01
H -6.37174 -6.40137 4.74373 0.09
H -7.81238 -6.18491 3.72149 0.09
H -7.90491 -7.17605 5.19124 0.08
H -6.72662 -3.36512 5.87892 0.10
H -8.15791 -3.15199 4.86214 0.06
H -6.70710 -3.91733 4.18701 0.09
H -8.92832 -6.19921 6.83992 0.13
C 1.68523 5.17279 -0.83944 -0.05
N 2.20187 3.99770 -1.51205 -0.19
C 3.60381 3.95768 -1.89583 -0.03
C 1.42360 2.93442 -1.79422 -0.36
O 1.80499 1.92600 -2.35431 0.02
H 1.81573 6.04878 -1.47901 0.09
H 2.22745 5.32788 0.09607 0.09
H 0.62656 5.05063 -0.61830 0.09
H 3.68479 3.82727 -2.97598 0.09
H 4.09345 3.11135 -1.40989 0.08
H 4.09659 4.88220 -1.60172 0.08
H 0.37896 3.06109 -1.46097 0.13

Entry 2:
157
Properties=species:S:1:pos:R:3:lowdin_charge:R:1 method="wB97M-V/def2-TZVPD" gap_ev="1.615 / 6.235" spin_multiplicity=2 lumo_energy_ev="1.64 / 1.62" largest_force_ev_per_a=7.76 total_charge=-1 s2=0.756
C 1.65882 -5.76618 2.66270 0.02
C 1.52638 -6.67166 3.69027 -0.02
C 0.28731 -7.06852 4.00201 -0.46
C -0.85872 -6.66317 3.45583 -0.01
C -0.76247 -5.56465 2.56072 -0.01
C 0.46855 -5.25067 2.07445 -0.29
O 0.73189 -4.25984 1.15009 0.00
O 0.35029 -8.03542 4.86523 0.07
H 2.62925 -5.36478 2.41061 0.11
H 2.41066 -7.09201 4.14607 0.13
H -1.84160 -7.03545 3.70436 0.11
H -1.66598 -5.04674 2.27465 0.11
H 1.60424 -3.85911 1.14634 0.00
H -0.49648 -8.02756 5.31747 0.11
C 7.19954 3.39020 -1.69478 -0.10
C 5.92471 2.95116 -1.23300 -0.09
C 5.26830 1.96904 -1.94771 -0.37
C 5.80085 1.50429 -3.17067 -0.08
C 6.93007 2.14704 -3.76831 -0.10
C 7.59551 3.11891 -2.94623 -0.45
O 8.77101 3.61766 -3.27526 0.02
O 4.00735 1.53254 -1.52416 -0.03
H 7.70772 4.13504 -1.10034 0.10
H 5.48561 3.14069 -0.26467 0.08
H 5.19961 0.79512 -3.72020 0.07
H 7.47873 1.72744 -4.59856 0.07
H 9.01640 3.60862 -4.20332 0.09
H 3.38678 1.37735 -2.23999 0.02
C 0.03457 -1.92906 -3.12315 0.00
C 0.30719 -2.07645 -4.47356 -0.01
C -0.66357 -2.51468 -5.35636 -0.30
C -1.96158 -2.91557 -4.89829 0.00
C -2.18786 -2.96265 -3.52538 -0.03
C -1.21669 -2.41050 -2.76891 -0.32
O -1.50948 -2.53475 -1.42463 0.00
O -0.35265 -2.48016 -6.70036 0.01
H 0.72682 -1.59389 -2.36497 0.09
H 1.32566 -1.76037 -4.64446 0.10
H -2.70061 -3.30869 -5.58071 0.11
H -3.15787 -3.32261 -3.21570 0.11
H -0.93032 -2.05321 -0.82940 0.03
H -1.08987 -2.22686 -7.26068 0.10
C 0.76823 3.49483 -3.18819 -0.04
C 1.34493 2.26870 -3.07563 0.01
C 1.92163 1.70463 -4.23634 -0.29
C 1.92570 2.37540 -5.42659 -0.01
C 1.39906 3.67783 -5.46432 0.00
C 0.88029 4.23625 -4.30986 -0.38
O 0.58082 5.53732 -4.16709 0.02
O 2.62762 0.53063 -4.06043 -0.02
H 0.42644 3.92559 -2.25866 0.12
H 1.57195 1.72165 -2.17252 0.09
H 2.32568 1.94774 -6.33407 0.11
H 1.43939 4.28695 -6.35524 0.11
H 1.09751 6.00517 -3.50699 0.11
H 2.96244 0.09324 -4.84667 0.11
C -1.26027 -1.63344 1.60708 -0.10
O -1.43069 -0.19303 1.52357 -0.22
P -0.45324 0.71815 0.51505 0.62
O -0.09561 -0.05511 -0.78497 -0.26
O -1.23732 2.09002 0.20574 -0.18
C -2.32807 1.97293 -0.59333 -0.16
O 0.70760 1.23226 1.50855 -0.18
C 1.95111 1.15753 1.15549 -0.19
H -2.05014 -2.15097 1.06268 0.08
H -1.10825 -2.06838 2.59492 0.09
H -0.34094 -2.01241 1.16063 0.06
H -2.03077 1.45456 -1.50493 0.10
H -2.89861 2.85577 -0.88171 0.07
H -3.17955 1.45612 -0.15063 0.07
H 2.06992 1.54782 0.14472 0.09
H 2.33904 0.19159 1.47886 0.09
H 2.57647 1.78423 1.79131 0.09
C -0.85131 6.42160 1.52503 -0.06
O -2.16302 7.10844 1.15251 -0.23
P -3.20040 6.27325 0.22365 0.41
O -4.30038 7.14777 -0.32122 -0.26
O -3.87377 5.11708 1.15769 -0.25
C -4.49291 5.60523 2.40260 -0.08
O -2.18950 5.56229 -0.75576 -0.23
C -2.58595 5.20984 -2.09863 -0.07
H -0.17943 6.23754 0.68671 0.08
H -0.87750 5.57536 2.21155 0.08
H -0.29652 6.98135 2.27802 0.07
H -4.18695 5.00964 3.26270 0.08
H -5.56547 5.52644 2.22511 0.08
H -4.25842 6.63041 2.68917 0.08
H -2.15492 6.03372 -2.66743 0.10
H -3.64607 4.98713 -2.21960 0.06
H -2.20087 4.24905 -2.44024 0.08
C -6.42135 -5.91042 3.46709 -0.12
O -5.51399 -6.56287 2.59697 -0.21
P -5.57757 -6.18289 1.01841 0.50
O -6.84671 -6.58389 0.29355 -0.26
O -4.22619 -6.92420 0.43929 -0.22
C -4.22544 -8.25243 0.38773 -0.19
O -5.10525 -4.66400 0.84614 -0.21
C -4.75012 -4.11207 -0.43537 -0.08
H -7.21942 -5.34230 2.98914 0.09
H -5.79686 -5.26966 4.08961 0.09
H -6.98113 -6.54740 4.15193 0.09
H -3.54595 -8.63607 1.14879 0.09
H -3.86948 -8.80706 -0.48047 0.10
H -5.20178 -8.46926 0.82116 0.08
H -4.12829 -3.24346 -0.21872 0.06
H -5.46590 -3.65804 -1.12066 0.08
H -4.12403 -4.81375 -0.98651 0.09
C 5.75051 -0.11921 1.18435 -0.06
O 4.53221 -0.88383 1.50090 -0.22
P 4.21226 -2.27546 0.80361 0.46
O 2.91031 -2.87751 1.19245 -0.22
O 4.47494 -2.06544 -0.76410 -0.24
C 3.44587 -1.96239 -1.82226 -0.03
O 5.50082 -3.11761 1.23491 -0.18
C 6.56803 -3.19818 0.37649 -0.17
H 6.67668 -0.37774 1.69765 0.09
H 5.49151 0.92764 1.34284 0.08
H 5.97676 0.03960 0.12999 0.08
H 3.51356 -2.69448 -2.62697 0.09
H 3.25085 -0.98609 -2.26600 0.07
H 2.53816 -2.38834 -1.39481 0.07
H 6.95645 -4.21612 0.40881 0.09
H 7.39203 -2.56041 0.69644 0.09
H 6.43817 -3.07027 -0.69816 0.09
C -5.68208 3.64859 -3.26136 -0.12
O -5.15553 2.45429 -2.74850 -0.23
P -6.15153 1.26745 -2.33343 0.45
O -6.92554 0.64086 -3.48850 -0.26
O -5.02898 0.29821 -1.67526 -0.26
C -5.35697 -0.89815 -0.95210 -0.07
O -6.96029 1.84602 -1.09897 -0.22
C -6.23486 2.46479 -0.02579 -0.07
H -4.85044 4.01836 -3.86115 0.09
H -5.78106 4.36957 -2.44988 0.08
H -6.50081 3.56723 -3.97631 0.10
H -4.66308 -1.11222 -0.13922 0.09
H -5.37378 -1.66954 -1.72202 0.08
H -6.32615 -0.57310 -0.57376 0.09
H -6.03485 3.48357 -0.35773 0.08
H -5.45046 1.84030 0.40180 0.09
H -6.88115 2.58786 0.84327 0.09
C 5.39716 4.06494 6.27121 -0.15
O 4.50659 4.12440 5.21889 -0.19
C 4.01700 2.86741 4.61239 -0.14
C 2.80197 2.20513 5.27046 -0.20
O 2.86469 1.93438 6.66733 -0.18
C 1.64012 1.45645 7.26702 -0.11
H 5.53877 5.13138 6.44657 0.09
H 6.27553 3.51622 5.93141 0.08
H 5.12579 3.62063 7.22884 0.08
H 4.81107 2.16994 4.34580 0.12
H 3.70550 3.23302 3.63392 0.11
H 2.63947 1.33883 4.62920 0.12
H 1.85739 2.74855 5.24660 0.12
H 1.69092 1.36185 8.35172 0.08
H 1.15248 0.62157 6.76376 0.08
H 0.78581 2.12781 7.18029 0.07